ORCA calculation (the ωB97M-V functional and the def2-TZVPD basis) on a molecular structure, C5H7O3Sr in a non-equilibrium geometry.

**Electronic energy**: -450.84222 hartree
**Spin multiplicity**: 2
**ΔE to the lowest compared entry with this formula, charge and spin**: 140.53 kcal per mole
**Gap between HOMO and LUMO (alpha / beta)**: 3.7 / 3.7 eV
**Largest force on an atom**: 3.42 eV Å⁻¹

Last column: Mulliken spin population.
Cartesian coordinates (Å):
C  -0.05286  2.37532  2.04098  0.28
H  -0.67832  3.35551  2.06286  0.07
H  0.75306  2.54913  2.76664  0.04
C  -1.12902  1.57573  1.82324  0.45
H  -1.75883  1.28625  2.68483  0.04
C  2.64927  0.58327  -0.33018  -0.01
C  1.95408  -0.23595  0.46094  0.01
O  0.64147  -0.74512  -0.09312  -0.05
C  0.19625  -1.97942  0.11783  0.05
O  0.81915  -2.92268  0.51007  -0.01
O  -1.13931  -1.90451  0.01068  -0.06
H  3.73423  0.60517  -0.24326  0.00
H  2.11544  1.25376  -1.00636  0.00
H  2.42073  -0.92649  1.16412  -0.01
H  -1.57841  -2.73309  0.24562  0.00
Sr  -1.87715  0.61829  -0.38147  0.19